Entry 1:
{"formula": "C21H16N6O2PdSSe", "method": "wB97M-V/def2-TZVPD", "s_squared": 2.014, "multiplicity": 3, "relative_energy_kcal_mol": 18.8, "energy_ev": -114733.17905, "homo_ev": [-7.52, -7.87], "orbital_gap_ev": [7.151, 5.490], "symbols": ["Pd", "Se", "S", "O", "O", "N", "N", "N", "N", "N", "N", "C", "C", "C", "C", "C", "C", "C", "C", "C", "C", "C", "C", "C", "C", "C", "C", "C", "C", "C", "C", "C", "H", "H", "H", "H", "H", "H", "H", "H", "H", "H", "H", "H", "H", "H", "H", "H"], "coordinates": [[0.0910, 0.5353, -0.1010], [1.7737, 2.2565, -0.1757], [-1.2112, 3.2583, -1.0559], [-2.3050, -2.7092, -1.4572], [-1.7208, -3.0751, 1.2868], [-0.0133, -0.1394, -2.3207], [-0.9722, -1.3671, -0.1031], [0.2661, -0.2713, 2.0510], [5.7109, -0.0334, 0.9992], [-2.0628, 1.4955, 0.8046], [-2.7299, 1.1607, -1.4298], [-1.4629, -1.8483, -1.2757], [0.4091, 0.5412, -3.3835], [3.3885, -0.0649, 0.4258], [-1.1860, -2.0018, 1.0888], [-3.9447, 0.1012, 0.2562], [-1.9286, 1.8353, -0.5153], [-0.6458, -1.2208, 2.2743], [-0.0394, 0.2757, -4.6670], [-0.9332, -0.7685, -4.8549], [0.2956, 0.2286, 4.3790], [4.5773, -0.6902, 0.7678], [-0.8948, -1.1277, -2.4931], [-3.7268, 0.3296, -1.0625], [-3.0425, 0.7022, 1.1584], [-1.1073, -1.5147, 3.5491], [4.5633, 2.0151, 0.5379], [0.7331, 0.4300, 3.0820], [-1.3566, -1.4900, -3.7514], [-0.6435, -0.7649, 4.6165], [5.6937, 1.2912, 0.8861], [3.3763, 1.3238, 0.3060], [1.1308, 1.3271, -3.1965], [4.6277, -1.7694, 0.8631], [-1.0016, -0.9537, 5.6200], [-4.3056, -0.1212, -1.8557], [-4.7299, -0.5566, 0.5928], [-1.2971, -1.0118, -5.8448], [0.6807, 0.8399, 5.1833], [-2.5880, 1.4094, -2.3971], [6.6356, 1.7917, 1.0833], [-3.1305, 0.4932, 2.2197], [2.4883, -0.6395, 0.2550], [-1.8207, -2.3184, 3.6678], [4.6051, 3.0927, 0.4490], [-2.0430, -2.3223, -3.8202], [1.4937, 1.1675, 2.8542], [0.3033, 0.8784, -5.4967]], "nbo_charge": [0.6661, 0.2616, -0.2201, -0.5854, -0.5710, -0.4629, -0.7664, -0.4683, -0.4008, -0.4995, -0.5477, 0.6319, 0.0531, -0.2574, 0.6312, -0.3425, 0.2078, 0.1231, -0.2517, -0.1621, -0.2485, 0.0343, 0.1186, 0.1113, 0.1356, -0.2186, -0.2601, 0.0660, -0.2231, -0.1586, 0.0322, -0.2368, 0.2109, 0.1988, 0.2225, 0.2332, 0.2460, 0.2234, 0.2266, 0.4386, 0.1968, 0.2066, 0.2408, 0.2500, 0.2274, 0.2545, 0.2041, 0.2285]}

Entry 2:
{"formula": "C30H29FN11O6Pt", "method": "wB97M-V/def2-TZVPD", "s_squared": 2.006, "multiplicity": 3, "energy_ev": -66215.95957, "homo_ev": [-11.21, -11.22], "orbital_gap_ev": [8.808, 7.144], "total_charge": 1, "symbols": ["Pt", "F", "O", "O", "O", "O", "O", "O", "N", "N", "N", "N", "N", "N", "N", "N", "N", "N", "N", "C", "C", "C", "C", "C", "C", "C", "C", "C", "C", "C", "C", "C", "C", "C", "C", "C", "C", "C", "C", "C", "C", "C", "C", "C", "C", "C", "C", "C", "C", "H", "H", "H", "H", "H", "H", "H", "H", "H", "H", "H", "H", "H", "H", "H", "H", "H", "H", "H", "H", "H", "H", "H", "H", "H", "H", "H", "H", "H"], "coordinates": [[2.3369, -0.3149, 0.4520], [3.5414, 2.6380, 1.4310], [2.8840, -1.8667, 1.6999], [5.3020, 1.7835, -0.5539], [1.8294, -1.9136, 3.6817], [0.5946, -1.2824, -0.5938], [-3.3330, 1.0560, -0.9943], [6.3162, -1.9120, 1.8844], [-5.1779, -0.0664, -1.3987], [4.8211, -0.4402, 2.7969], [1.4113, 2.5855, -2.4360], [2.1959, 1.8041, -3.2055], [2.1954, 1.0863, -1.0985], [0.8352, 0.5422, 1.7881], [-0.8185, 0.5488, 3.1696], [-0.6810, -2.9906, -1.2356], [-0.3957, 1.8313, 3.1237], [-4.7135, 0.4585, -2.5967], [5.8926, 0.0149, 0.7629], [-4.3446, 0.3016, -0.4909], [-5.4513, -0.6514, 1.4930], [4.1073, 0.7187, 2.6338], [0.6103, 1.7893, 2.2898], [2.8268, -1.7821, 3.0053], [-1.0149, 3.1561, -4.9319], [-0.6972, 3.0452, -3.5869], [-3.0567, 1.9341, -4.5723], [0.5035, -2.5047, -0.8828], [-5.4310, -0.9912, 2.8361], [5.1686, 1.1616, 0.4708], [-3.6364, 1.1034, -2.3187], [4.2209, 1.4883, 1.5409], [-1.8214, -2.0764, -1.2729], [-4.3456, -0.0215, 0.9342], [-2.7384, 1.8211, -3.2198], [0.5832, 3.6276, -3.0388], [-3.2281, 0.2647, 1.7151], [1.4059, 2.1466, -1.1857], [-1.5661, 2.3801, -2.7322], [-3.2027, -0.0963, 3.0529], [-0.8998, -4.4081, -1.5315], [5.7304, -0.8639, 1.8282], [-0.0832, -0.2125, 2.3716], [2.6675, 0.9221, -2.3673], [-2.1949, 2.6053, -5.4201], [-1.9955, 0.1589, 3.9305], [-4.3129, -0.7223, 3.6104], [1.7110, -3.3874, -0.8304], [4.1913, -1.4715, 3.6259], [1.9880, -3.5401, 0.2146], [1.1780, 4.0937, -3.8203], [3.4217, 0.9756, 3.4327], [-1.3370, 2.2874, -1.6772], [2.5397, -2.8594, -1.3029], [4.0889, -1.1329, 4.6542], [0.3875, 4.3704, -2.2650], [-3.9745, 1.4957, -4.9392], [-4.3033, -1.0064, 4.6559], [1.2109, 2.6518, 2.0516], [-0.3967, -4.7040, -2.4515], [-2.6209, -2.5299, -1.8519], [-2.3836, 0.7655, 1.2596], [1.5773, -4.3465, -1.3176], [0.8480, 2.6010, -0.3862], [-2.4362, 2.6968, -6.4700], [-0.5607, -5.0393, -0.7122], [6.5686, -0.2800, 0.0698], [-0.2058, -1.2745, 2.2519], [-2.1824, -1.8693, -0.2634], [3.3700, 0.1566, -2.6483], [-2.1764, 0.9632, 4.6418], [-1.5272, -1.1373, -1.7360], [-1.9658, -4.5672, -1.6596], [-6.3103, -0.8688, 0.8733], [4.8286, -2.3528, 3.5914], [-0.3391, 3.6688, -5.6047], [-6.2884, -1.4771, 3.2807], [-1.7416, -0.7386, 4.4953]], "nbo_charge": [1.2245, -0.3079, -0.8574, -0.5580, -0.6218, -0.7219, -0.4320, -0.5745, -0.2744, -0.4151, -0.1461, -0.2342, -0.5728, -0.5752, -0.1567, -0.3812, -0.2391, -0.2719, -0.6382, 0.4405, -0.1857, 0.0093, 0.1275, 0.7829, -0.2053, 0.0400, -0.1499, 0.7060, -0.1851, 0.6063, 0.4587, 0.2052, -0.4162, -0.0316, -0.1088, -0.2478, -0.2248, 0.2232, -0.2167, -0.0384, -0.4145, 0.8023, 0.2445, 0.1761, -0.1895, -0.2381, -0.1837, -0.7220, -0.3382, 0.2822, 0.2472, 0.2486, 0.2134, 0.2431, 0.2324, 0.2286, 0.2458, 0.2226, 0.2283, 0.2160, 0.2230, 0.2198, 0.2376, 0.2268, 0.2321, 0.2169, 0.4430, 0.2576, 0.2086, 0.2256, 0.2552, 0.2265, 0.2276, 0.2470, 0.2786, 0.2250, 0.2319, 0.2370]}

Entry 3:
{"formula": "CH3NO2S", "method": "wB97M-V/def2-TZVPD", "smiles": "O=[N+]([O-])CS", "relative_energy_kcal_mol": 71.9, "energy_ev": -17502.35269, "homo_ev": -9.76, "orbital_gap_ev": 9.765, "symbols": ["S", "O", "O", "N", "C", "H", "H", "H"], "coordinates": [[1.6449, 0.1168, -0.1986], [-0.2904, 1.8505, 0.0980], [-2.0034, 0.5083, -0.2483], [-0.8781, 0.7914, 0.0779], [-0.0039, -0.3984, 0.2894], [0.0100, -0.7825, 1.3047], [1.8016, -0.8216, -1.0082], [-0.2807, -1.2644, -0.3148]], "nbo_charge": [0.0448, -0.3513, -0.3546, 0.5275, -0.4543, 0.2444, 0.0970, 0.2466]}

Entry 4:
{"formula": "C16H18N2O8", "method": "wB97M-V/def2-TZVPD", "smiles": "NC[C@H](O)COC(=O)ON.O=C1C=CC(=O)C=C1.O=C1C=CC(=O)C=C1", "energy_ev": -36239.78153, "homo_ev": -9.26, "orbital_gap_ev": 7.636, "symbols": ["O", "O", "O", "O", "O", "O", "O", "O", "N", "N", "C", "C", "C", "C", "C", "C", "C", "C", "C", "C", "C", "C", "C", "C", "C", "C", "H", "H", "H", "H", "H", "H", "H", "H", "H", "H", "H", "H", "H", "H", "H", "H", "H", "H"], "coordinates": [[-4.3079, 0.6758, -1.2152], [-1.5860, 0.1203, -0.3185], [-0.0966, -0.4767, 3.1592], [-3.3340, -1.2834, -1.8094], [2.6498, 0.4971, -2.4812], [-2.3896, 4.0837, 4.5697], [7.4756, -0.7713, -0.7135], [-5.5358, -1.1901, -1.4238], [-5.4709, -2.3455, -0.5793], [-0.2651, -2.3063, -0.7385], [-1.8674, 3.0396, 4.2461], [5.9580, -0.7818, -2.5127], [0.0177, -1.1246, -1.5445], [6.3718, -0.4811, -1.1182], [-1.1410, -0.1268, -1.6443], [3.7557, 0.2070, -2.0771], [-0.5371, 2.6478, 4.7789], [-1.9548, 0.9565, 2.9513], [-2.2905, -0.6217, -2.5463], [4.7453, -0.4637, -2.9563], [-0.6242, 0.5654, 3.4822], [5.3796, 0.1884, -0.2386], [0.0384, 1.5021, 4.4254], [4.1673, 0.5067, -0.6830], [-2.5300, 2.1032, 3.3035], [-4.3630, -0.4948, -1.4617], [-2.7225, 0.1807, -3.1488], [6.6970, -1.2703, -3.1347], [-0.0740, 3.3462, 5.4643], [-4.9015, -3.0316, -1.0701], [4.4203, -0.6737, -3.9672], [1.0063, 1.1955, 4.8014], [-3.4978, 2.4094, 2.9265], [0.3400, -1.4067, -2.5508], [-2.4158, 0.2588, 2.2629], [-1.1580, -2.7193, -0.9793], [-2.0116, 0.9851, -0.2841], [-0.7608, 0.8046, -2.0837], [0.8421, -0.5904, -1.0668], [3.4270, 0.9928, -0.0602], [5.7031, 0.3960, 0.7733], [-4.9685, -2.0812, 0.2643], [-0.2875, -2.0496, 0.2396], [-1.9028, -1.3723, -3.2407]], "nbo_charge": [-0.5925, -0.7324, -0.4906, -0.5274, -0.5013, -0.4845, -0.4816, -0.3944, -0.4824, -0.8333, 0.4743, -0.2293, -0.2282, 0.4762, 0.0509, 0.4791, -0.2331, -0.2353, -0.0995, -0.2222, 0.4768, -0.2283, -0.2227, -0.2236, -0.2241, 0.9819, 0.1987, 0.2342, 0.2330, 0.3460, 0.2316, 0.2302, 0.2344, 0.1865, 0.2402, 0.3489, 0.4862, 0.1785, 0.2068, 0.2315, 0.2343, 0.3373, 0.3725, 0.1969]}

Entry 5:
{"formula": "C15H25N3O4S", "method": "wB97M-V/def2-TZVPD", "smiles": "Cc1cc(C)c(C(=O)N2CCC[C@@H](CNS(=O)(=O)N(C)C)C2)o1", "relative_energy_kcal_mol": 10.0, "energy_ev": -39456.22550, "homo_ev": -8.42, "orbital_gap_ev": 9.097, "symbols": ["S", "O", "O", "O", "O", "N", "N", "N", "C", "C", "C", "C", "C", "C", "C", "C", "C", "C", "C", "C", "C", "C", "C", "H", "H", "H", "H", "H", "H", "H", "H", "H", "H", "H", "H", "H", "H", "H", "H", "H", "H", "H", "H", "H", "H", "H", "H", "H"], "coordinates": [[0.2574, -0.5746, 2.5574], [1.4067, 0.1640, 2.9817], [1.6576, 0.9653, -0.6456], [0.8915, -1.3356, -3.2838], [0.4217, -1.9054, 2.0663], [-0.5141, 0.3911, 1.4184], [-0.5492, 0.1599, -2.4433], [-0.7860, -0.6235, 3.8398], [1.8044, 0.1108, -1.7086], [-1.0951, 0.6769, 4.3790], [0.6885, -0.4058, -2.5103], [-1.6232, -0.4513, -3.2014], [3.8262, 0.5480, -0.8653], [-1.2845, -0.3369, 0.4251], [-3.1566, -0.0531, -1.2612], [2.8862, 1.2182, -0.1441], [3.7961, -1.0476, -2.8843], [-2.6422, -1.0892, -2.2586], [-1.0247, 1.2024, -1.5719], [-1.9974, 0.6295, -0.5261], [2.9960, 2.1044, 1.0412], [-1.8897, -1.5456, 3.7475], [3.1431, -0.1782, -1.8732], [-1.8551, 1.1956, 3.7831], [-2.1065, 0.3232, -3.8084], [-3.7245, 0.7098, -1.8004], [3.0634, -1.4114, -3.5965], [-1.1809, -1.2000, -3.8598], [4.2586, -1.9002, -2.3889], [-2.1779, -1.8627, 4.7511], [-1.5422, -2.4076, 3.1841], [-1.4484, 0.5682, 5.4043], [-2.1700, -1.9161, -1.7276], [-1.5657, 1.9345, -2.1868], [2.4188, 3.0166, 0.8943], [4.0373, 2.3601, 1.2101], [2.6086, 1.5882, 1.9217], [-2.0188, -0.9296, 0.9734], [4.8843, 0.5596, -0.7017], [0.1951, 0.9650, 0.9824], [-0.1741, 1.2526, 4.3700], [-3.4721, -1.4910, -2.8417], [-0.6437, -1.0319, -0.1297], [-2.3878, 1.4576, 0.0744], [-2.7613, -1.1004, 3.2528], [-3.8309, -0.5245, -0.5439], [-0.1968, 1.7147, -1.0919], [4.5778, -0.4942, -3.4031]], "nbo_charge": [2.4477, -0.9616, -0.4479, -0.6422, -0.9366, -0.8815, -0.4356, -0.6692, 0.1111, -0.4236, 0.6413, -0.2268, -0.3218, -0.2389, -0.3957, 0.3416, -0.6507, -0.4108, -0.2269, -0.2231, -0.6806, -0.4237, 0.0178, 0.1861, 0.1837, 0.2025, 0.2640, 0.2557, 0.2241, 0.2073, 0.2411, 0.2062, 0.2065, 0.1958, 0.2204, 0.2322, 0.2686, 0.2029, 0.2270, 0.4112, 0.2353, 0.2147, 0.2059, 0.2155, 0.1749, 0.2083, 0.2331, 0.2146]}

Entry 6:
{"formula": "C33H28F6N", "method": "wB97M-V/def2-TZVPD", "relative_energy_kcal_mol": 0.0, "energy_ev": -52463.09446, "homo_ev": -10.22, "orbital_gap_ev": 4.865, "total_charge": 1, "symbols": ["F", "F", "F", "F", "F", "F", "N", "C", "C", "C", "C", "C", "C", "C", "C", "C", "C", "C", "C", "C", "C", "C", "C", "C", "C", "C", "C", "C", "C", "C", "C", "C", "C", "C", "C", "C", "C", "C", "C", "C", "H", "H", "H", "H", "H", "H", "H", "H", "H", "H", "H", "H", "H", "H", "H", "H", "H", "H", "H", "H", "H", "H", "H", "H", "H", "H", "H", "H"], "coordinates": [[5.8855, 2.4505, -4.3741], [6.6583, 1.7653, -2.4307], [-5.5332, 1.6787, -2.6001], [-4.6573, 3.6927, -2.5337], [5.7171, 3.7442, -2.6014], [-4.4766, 2.4769, -4.3601], [-1.5226, -0.0315, 2.6164], [-3.1633, 1.8301, -2.4946], [0.2805, -0.2121, 1.0366], [1.7126, -2.2267, 1.5484], [-2.9421, -0.1446, 2.9547], [-1.7748, -3.7261, -0.4950], [-2.9521, 0.4651, -2.6846], [-0.8520, 1.0559, 3.3217], [-1.3040, -2.4964, -0.0556], [-3.2096, 0.9655, 3.9859], [1.5643, -0.8524, 1.2201], [-0.9930, 2.0786, -1.5111], [1.8037, 0.7575, -1.9898], [-1.7197, -0.0739, -2.3588], [1.9160, 2.0831, -2.5021], [4.2183, 0.4989, -2.3513], [-2.2064, 2.6358, -1.8888], [4.1014, -2.0901, 1.1476], [-1.8385, 1.4964, 4.4122], [5.6323, 2.4466, -3.0230], [-2.5091, -4.2160, 1.7608], [3.1515, 2.6280, -2.8202], [-1.4359, -2.0793, 1.2786], [-2.3791, -4.5976, 0.4183], [-0.6977, 0.7198, -1.7750], [-4.4512, 2.4233, -2.9855], [4.2961, 1.8444, -2.7106], [0.6049, 0.1692, -1.4473], [-2.0239, -2.9800, 2.1966], [3.9851, -0.7036, 0.9597], [2.7463, -0.0893, 1.0299], [2.9829, -0.0419, -2.0520], [2.9607, -2.8374, 1.4711], [-0.8945, -0.7519, 1.6586], [0.8293, -2.8074, 1.8268], [5.1230, -0.1001, -2.2868], [-3.7409, -0.1637, -3.0936], [-2.9769, -4.8904, 2.4800], [-1.5262, -1.1239, -2.5863], [-2.0769, -2.7242, 3.2581], [-1.6621, -4.0015, -1.5471], [-0.6350, 1.8917, 2.6371], [2.6464, 0.9932, 0.8849], [-1.8279, 2.5815, 4.5325], [5.0748, -2.5731, 1.0576], [0.1110, 0.7251, 3.7408], [4.8712, -0.1059, 0.7345], [-2.7448, -5.5684, 0.0827], [3.0482, -3.9089, 1.6632], [-3.7747, 0.5694, 4.8334], [-3.8049, 1.7546, 3.5161], [-3.5823, -0.0412, 2.0618], [0.2927, 0.8697, 0.8985], [-0.2514, 2.7082, -1.0163], [-3.1718, -1.1240, 3.3941], [-1.5380, 1.0467, 5.3637], [0.6875, -0.9140, -1.3509], [3.2344, 3.6641, -3.1475], [1.0324, 2.7023, -2.6344], [-2.4038, 3.6920, -1.7210], [2.9181, -1.1036, -1.8094], [-0.8322, -1.8037, -0.7446]], "nbo_charge": [-0.3158, -0.3175, -0.3214, -0.3179, -0.3166, -0.3193, -0.3227, -0.1297, -0.3562, -0.2511, -0.2264, -0.2167, -0.1726, -0.2227, -0.1716, -0.4142, 0.0118, -0.2207, -0.0600, -0.1934, -0.1567, -0.2195, -0.1724, -0.2119, -0.4142, 0.9584, -0.2109, -0.2219, -0.0738, -0.1526, -0.0298, 0.9749, -0.0062, -0.0370, -0.1797, -0.2111, -0.2270, -0.1359, -0.1996, 0.3843, 0.2152, 0.2513, 0.2479, 0.2361, 0.2208, 0.2194, 0.2311, 0.2089, 0.2119, 0.2370, 0.2270, 0.2330, 0.2265, 0.2354, 0.2274, 0.2351, 0.2226, 0.2265, 0.2262, 0.2212, 0.2183, 0.2211, 0.2193, 0.2504, 0.2310, 0.2480, 0.2329, 0.2158]}